Entry 1:
{"formula": "C13H26FeGeN3O2Si", "method": "wB97M-V/def2-TZVPD", "homo_energy_ha": [-0.120, -0.119], "lumo_energy_ev": [2.78, 2.77], "multiplicity": 5, "max_force_ev_per_a": 3.25, "de_lowest_kcal_mol": 0.0, "gap_ev": [6.05, 6.02], "total_charge": -1, "symbols": ["Fe", "C", "C", "C", "C", "C", "C", "N", "N", "Si", "C", "C", "C", "H", "H", "H", "H", "H", "H", "H", "H", "H", "H", "H", "H", "H", "H", "H", "O", "N", "O", "C", "Ge", "C", "C", "C", "H", "H", "H", "H", "H", "H", "H", "H", "H", "H", "H"], "coordinates": [[-10.3396, -10.0873, 5.6040], [-8.0776, -7.4358, 6.9483], [-7.7618, -8.2330, 5.7107], [-6.7928, -7.8307, 4.8139], [-6.6190, -8.5778, 3.6293], [-7.4321, -9.6777, 3.3605], [-8.4281, -10.0547, 4.2926], [-8.4821, -9.3663, 5.4761], [-9.3716, -11.0078, 4.2049], [-9.9375, -12.0349, 2.8749], [-8.3143, -12.7289, 2.2001], [-11.2297, -13.3272, 3.4130], [-10.7455, -10.7158, 1.7603], [-7.1615, -6.9971, 7.3789], [-8.5814, -8.1075, 7.6474], [-8.7977, -6.6127, 6.7154], [-6.1921, -6.9582, 5.0502], [-5.8416, -8.2843, 2.9384], [-7.3224, -10.2432, 2.4500], [-7.5526, -12.8279, 3.0019], [-7.8901, -12.0672, 1.4103], [-8.4829, -13.7101, 1.6901], [-11.4022, -13.9935, 2.5352], [-12.2072, -12.8599, 3.6468], [-10.8971, -13.9713, 4.2526], [-10.0543, -9.8579, 1.5972], [-11.6716, -10.3446, 2.2348], [-11.0194, -11.1442, 0.7674], [-9.0912, -10.6375, 9.0914], [-9.1962, -11.8320, 8.8639], [-9.7394, -12.3085, 7.8330], [-12.6403, -9.3815, 9.3387], [-13.2817, -10.1017, 7.6270], [-13.1961, -12.0355, 7.5070], [-15.0998, -9.4101, 7.2773], [-12.1302, -9.3598, 6.2459], [-13.2682, -9.7324, 10.2142], [-12.6483, -8.2660, 9.2870], [-11.5891, -9.7004, 9.5167], [-13.8049, -12.4801, 8.3166], [-12.1330, -12.3864, 7.5778], [-13.6355, -12.2989, 6.5269], [-15.8417, -9.9000, 7.9420], [-15.3593, -9.6808, 6.2241], [-15.1045, -8.3130, 7.3970], [-11.9264, -8.3102, 6.4847], [-12.7434, -9.3867, 5.3208]]}


Entry 2:
{"formula": "CH5NOSi", "method": "wB97M-V/def2-TZVPD", "homo_energy_ha": [-0.315, -0.322], "lumo_energy_ev": [-0.24, -0.52], "max_force_ev_per_a": 2.82, "de_lowest_kcal_mol": 96.2, "gap_ev": [8.32, 8.25], "total_charge": 0, "symbols": ["C", "N", "O", "Si", "H", "H", "H", "H", "H"], "coordinates": [[-0.0054, 0.8937, -0.3971], [1.7948, -0.1907, 0.3389], [2.7078, 0.0630, -0.3280], [-1.0314, -0.4820, 0.1964], [0.2028, 1.0010, -1.4082], [0.0999, 1.7161, 0.3271], [-0.1394, -1.7040, 0.1827], [-1.3487, -0.4337, 1.5291], [-2.2805, -0.8634, -0.4409]]}


Entry 3:
{"formula": "C12H17BCrN6O", "method": "wB97M-V/def2-TZVPD", "homo_energy_ha": [-0.233, -0.246], "lumo_energy_ev": [0.64, 0.62], "multiplicity": 5, "max_force_ev_per_a": 4.17, "de_lowest_kcal_mol": 0.0, "gap_ev": [6.97, 7.32], "total_charge": 0, "symbols": ["H", "N", "B", "N", "C", "Cr", "H", "C", "H", "C", "H", "C", "H", "H", "H", "N", "N", "N", "N", "C", "C", "H", "H", "C", "C", "C", "C", "H", "H", "H", "H", "H", "C", "C", "O", "H", "H", "H"], "coordinates": [[0.7538, 3.1695, 1.5686], [0.3815, 1.6665, 0.0844], [-0.0676, 0.3695, -2.0699], [0.3239, 1.6749, -1.2994], [0.5374, 2.9294, -1.7343], [-0.0572, -0.1176, 0.8967], [0.5395, 3.1565, -2.7774], [0.7650, 3.7333, -0.6118], [1.0190, 4.7708, -0.5855], [0.6638, 2.9148, 0.5016], [-0.0284, 0.5262, -3.2518], [-1.9300, -2.0471, 3.1854], [-1.5426, -2.5638, 4.0844], [-1.1035, -1.4555, 2.6846], [-2.3436, -2.7680, 2.4756], [-1.5010, -0.0313, -1.5914], [0.9081, -0.7684, -1.6207], [-1.7515, -0.2215, -0.2478], [0.9845, -1.1135, -0.2800], [-2.6356, -0.1996, -2.2761], [1.6871, -1.6081, -2.2966], [-2.5813, -0.1400, -3.3464], [1.7283, -1.5326, -3.3859], [-3.6512, -0.5379, -1.3790], [2.2916, -2.5037, -1.4012], [-3.0632, -0.5383, -0.1082], [1.8134, -2.1733, -0.1294], [-4.6680, -0.7942, -1.6014], [2.9766, -3.2916, -1.6096], [-3.5266, -0.7536, 0.8409], [2.0095, -2.6318, 0.8480], [-2.8210, -1.4381, 3.4303], [2.7472, 0.6477, 1.9642], [1.3061, 0.6390, 2.2237], [0.5647, 1.0650, 3.1308], [2.9298, 0.7515, 0.8895], [3.1857, -0.3064, 2.3054], [3.1559, 1.5212, 2.4899]]}


Entry 4:
{"formula": "C4H13N3", "method": "wB97M-V/def2-TZVPD", "homo_energy_ha": -0.717, "lumo_energy_ev": -10.03, "max_force_ev_per_a": 4.56, "de_lowest_kcal_mol": 146.8, "gap_ev": 9.50, "total_charge": 2, "symbols": ["C", "C", "C", "C", "N", "N", "N", "H", "H", "H", "H", "H", "H", "H", "H", "H", "H", "H", "H", "H"], "coordinates": [[-1.5200, -0.9183, -0.2940], [-1.3369, 1.7603, 0.8659], [1.4401, 0.4791, 1.2148], [1.4142, -0.1096, -1.1771], [-1.4212, -1.8636, -1.1848], [-0.5473, -0.2857, 0.2862], [0.8268, -0.4057, 0.1688], [-2.3972, -0.3906, -0.0255], [-1.1218, 1.8597, 1.8546], [-2.2881, 1.3912, 0.5982], [-0.7660, 2.3951, 0.1111], [0.8674, 0.6044, 2.1456], [2.4397, 0.2314, 1.6484], [1.5229, 1.5473, 0.8131], [0.6702, -0.5719, -1.9687], [1.4243, 0.9925, -1.3539], [2.4324, -0.6004, -1.2272], [-2.2115, -2.2869, -1.6509], [-0.5548, -2.4122, -1.4018], [1.1267, -1.4161, 0.5775]]}